Here is 2 unconnected molecules or ions with the total composition C16H17N at a distorted geometry from the Open Molecules 2025 dataset. Energies are from wB97M-V/def2-TZVPD.

Output
Relative energy (zero: lowest compared OMol25 entry of this formula, charge and spin) ... 24.88 kcal/mol
E_HOMO ... -7.7 eV
Lowest unoccupied orbital energy ... 0.0337 hartree
SMILES ... Cc1c[nH]c2ccccc12.Cc1ccccc1

ORCA input file:
```
! wB97M-V def2-TZVPD RIJCOSX def2/J DEFGRID3
* xyz 0 1
H -3.90 1.26 -1.38
H 3.54 1.79 0.02
C -0.54 -0.26 1.53
C 4.01 -0.35 -0.09
H -1.26 1.44 -2.51
C 2.61 -1.59 -1.63
H 2.96 2.89 -2.33
H -0.12 0.66 -1.40
C -1.71 0.11 0.81
H -2.02 -1.67 4.20
C -1.95 -1.22 3.22
H -0.62 2.28 -1.24
C 2.13 -0.39 -2.10
H -4.92 0.04 0.66
C 2.57 0.83 -1.61
C -1.01 1.28 -1.46
H 4.17 -2.52 -0.60
C -3.33 0.73 -0.63
C 3.44 0.85 -0.50
C 3.72 -1.54 -0.77
H 2.23 -2.56 -1.94
H 1.34 2.65 -1.89
H 4.69 -0.46 0.74
H 0.45 -0.07 1.16
H 1.32 -0.40 -2.83
N -3.94 0.11 0.45
C -1.97 0.69 -0.50
C -3.09 -0.95 2.55
C -0.67 -1.01 2.67
H 0.11 -1.21 3.40
H -4.08 -1.03 2.97
C 2.21 2.11 -2.27
H 2.00 2.00 -3.34
C -2.94 -0.29 1.30
*
```

Atom charges from the Löwdin analysis, given in e for atoms 1 to 8: 0.118, 0.111, -0.016, -0.093, 0.091, -0.080, 0.073, 0.041

---

Here is 2 unconnected molecules or ions with the total composition C16H17N at a distorted geometry from the Open Molecules 2025 dataset. Energies are from wB97M-V/def2-TZVPD.

Output
Relative energy (zero: lowest compared OMol25 entry of this formula, charge and spin) ... 25.64 kcal/mol
E_HOMO ... -7.8 eV
Lowest unoccupied orbital energy ... 0.0313 hartree
SMILES ... Cc1c[nH]c2ccccc12.Cc1ccccc1

ORCA input file:
```
! wB97M-V def2-TZVPD RIJCOSX def2/J DEFGRID3
* xyz 0 1
H -2.32 2.16 -1.99
H 3.02 1.98 2.22
H -1.12 1.74 1.85
C 1.95 1.82 2.36
C 1.54 0.35 2.24
H -3.15 -2.03 1.45
H -1.02 -3.19 1.20
C -0.98 -2.13 1.44
H 1.51 -2.27 -2.33
C 0.18 0.05 1.77
H 3.23 -0.89 2.66
C -2.22 -0.12 1.55
H -0.08 -1.94 -4.18
C -1.07 0.68 1.70
H 1.63 -2.85 2.29
H 0.63 1.63 -0.79
H 1.58 2.13 3.33
C -0.77 -0.04 -3.40
C -2.23 -1.47 1.43
C -0.62 0.97 -2.40
H -0.78 3.08 -2.44
C -0.03 -1.20 -3.39
C -1.43 2.23 -2.62
H -1.76 2.27 -3.66
N 1.32 -1.88 2.30
C 2.19 -0.82 2.39
C 0.92 -1.36 -2.38
C 1.03 -0.42 -1.38
C 0.37 0.82 -1.45
H 1.43 2.35 1.57
H -1.54 0.08 -4.14
H 1.61 -0.73 -0.52
C 0.14 -1.40 1.74
H -3.18 0.40 1.57
*
```

Atom charges from the Löwdin analysis, given in e for atoms 1 to 8: 0.082, 0.074, 0.102, -0.031, -0.228, 0.100, 0.105, -0.024

---

Here is 2 unconnected molecules or ions with the total composition C16H17N from the Open Molecules 2025 dataset. Energies are from wB97M-V/def2-TZVPD.

Output
Relative energy (zero: lowest compared OMol25 entry of this formula, charge and spin) ... 0.00 kcal/mol
E_HOMO ... -7.7 eV
Lowest unoccupied orbital energy ... 0.0306 hartree
SMILES ... Cc1c[nH]c2ccccc12.Cc1ccccc1

ORCA input file:
```
! wB97M-V def2-TZVPD RIJCOSX def2/J DEFGRID3
* xyz 0 1
C 1.58 0.28 -2.54
C 2.56 1.81 -0.96
H -2.64 1.26 4.80
H 2.15 -1.70 -4.28
H 0.69 -0.02 -3.09
H 3.88 -1.67 -3.97
C -1.93 -1.79 -0.56
C -3.09 -1.90 0.19
H 2.78 -2.56 -2.89
C -3.15 0.94 3.89
C -0.94 1.29 2.65
H -4.18 -1.21 1.94
C 3.75 1.11 -1.03
H -3.92 1.68 3.64
C -2.29 -0.23 1.72
C 2.90 -1.66 -3.50
H 0.54 1.95 -1.64
C -1.12 -0.15 0.94
H -3.89 -2.58 -0.09
H 0.59 1.08 1.22
C 1.47 1.40 -1.73
H 2.45 2.69 -0.33
H 4.80 -0.55 -1.87
H -0.02 -0.83 -0.81
C -0.91 -0.91 -0.20
C -2.15 0.69 2.81
C 2.78 -0.44 -2.61
C -3.29 -1.13 1.33
H 4.61 1.41 -0.45
H -0.50 2.05 3.28
H -1.78 -2.41 -1.43
N -0.31 0.79 1.53
H -3.70 0.02 4.12
C 3.85 -0.01 -1.85
*
```

Atom charges from the Löwdin analysis, given in e for atoms 1 to 8: -0.072, -0.113, 0.074, 0.075, 0.112, 0.077, -0.100, -0.107

---

Here is 2 unconnected molecules or ions with the total composition C16H17N at a distorted geometry from the Open Molecules 2025 dataset. Energies are from wB97M-V/def2-TZVPD.

Output
Relative energy (zero: lowest compared OMol25 entry of this formula, charge and spin) ... 63.93 kcal/mol
E_HOMO ... -7.3 eV
Lowest unoccupied orbital energy ... 0.0338 hartree
SMILES ... Cc1c[nH]c2ccccc12.Cc1ccccc1

ORCA input file:
```
! wB97M-V def2-TZVPD RIJCOSX def2/J DEFGRID3
* xyz 0 1
C -0.21 -2.58 -0.69
H -1.99 4.60 -1.52
H -2.51 4.50 0.92
H -0.25 0.63 3.51
H 2.98 -3.91 0.90
N -1.93 3.77 0.48
C 2.09 -3.41 0.48
H 4.13 -1.96 -0.65
H 0.08 1.60 -2.57
C 0.08 0.28 1.43
C -0.48 0.98 2.52
C -1.77 3.74 -0.89
C -0.76 1.82 -0.10
H -1.63 0.99 -2.81
H -1.61 2.67 3.22
C 0.89 -3.92 1.04
C -1.16 2.29 2.33
H 0.34 0.07 -0.72
H 3.07 -1.49 -2.20
C -0.96 1.82 -2.65
C 3.34 -2.08 -1.37
H 3.89 -2.94 -1.99
C -0.26 -3.39 0.49
C -0.10 0.62 0.14
H -1.22 2.53 -3.55
C 2.16 -2.61 -0.67
H -1.21 -2.48 -1.22
H -1.24 -3.87 0.76
C -1.16 2.54 -1.31
C 0.96 -2.16 -1.21
H 0.88 -4.74 1.73
C -1.32 2.61 1.04
H 0.95 -1.32 -2.01
H 0.72 -0.60 1.52
*
```

Atom charges from the Löwdin analysis, given in e for atoms 1 to 8: -0.115, 0.112, 0.158, 0.079, 0.111, 0.046, -0.049, 0.077

---

Here is 2 unconnected molecules or ions with the total composition C16H17N at a distorted geometry from the Open Molecules 2025 dataset. Energies are from wB97M-V/def2-TZVPD.

Output
Relative energy (zero: lowest compared OMol25 entry of this formula, charge and spin) ... 28.92 kcal/mol
E_HOMO ... -7.8 eV
Lowest unoccupied orbital energy ... 0.0333 hartree
SMILES ... Cc1c[nH]c2ccccc12.Cc1ccccc1

ORCA input file:
```
! wB97M-V def2-TZVPD RIJCOSX def2/J DEFGRID3
* xyz 0 1
C 0.10 3.22 0.52
C -0.12 -4.80 0.14
C -1.33 -2.82 0.76
C -0.15 -2.18 1.18
H -2.19 -4.28 -0.42
N 1.43 4.37 -0.89
H -0.14 2.34 2.45
C -2.63 -2.29 1.33
H -2.49 -1.59 2.16
H -1.51 2.15 1.29
H -3.25 -1.89 0.53
C 0.21 1.05 -0.89
H 1.65 0.87 -3.91
C -1.25 -4.04 0.08
H 0.70 5.32 0.90
C 0.54 2.36 -0.52
C 1.03 -2.91 1.13
H -1.36 3.56 2.20
H 0.44 -0.54 -2.22
C 1.33 1.33 -2.98
C 1.71 2.63 -2.71
H 1.92 -4.81 0.89
C 0.57 0.53 -2.11
H 2.04 5.10 -1.21
H -0.29 -1.16 1.49
H -3.08 -3.12 1.88
H -0.12 -5.81 -0.24
H 2.32 3.23 -3.37
C 0.65 4.45 0.28
C 1.20 3.17 -1.51
C -0.74 2.83 1.68
H 1.98 -2.51 1.47
C 1.03 -4.22 0.71
H -0.21 0.46 -0.08
*
```

Atom charges from the Löwdin analysis, given in e for atoms 1 to 8: -0.251, -0.086, -0.276, -0.062, 0.115, 0.061, 0.079, -0.052

---

Here is a single C16H17N3O2S molecule from the Open Molecules 2025 dataset. Energies are from wB97M-V/def2-TZVPD.

Output
Relative energy (zero: lowest compared OMol25 entry of this formula, charge and spin) ... 30.22 kcal/mol
E_HOMO ... -8.0 eV
Lowest unoccupied orbital energy ... 0.0223 hartree
SMILES ... COc1ccc(-c2csc3ncnc(NCCCO)c23)cc1

ORCA input file:
```
! wB97M-V def2-TZVPD RIJCOSX def2/J DEFGRID3
* xyz 0 1
C -2.26 -1.83 -0.03
C -1.80 1.86 -0.82
O -3.60 -1.85 -0.18
H 2.59 -3.74 -0.13
C 2.01 -1.65 0.01
C -0.14 -2.35 -1.06
N 5.01 0.39 0.14
H 5.19 2.41 0.28
C 4.11 -0.60 0.08
C 4.49 1.59 0.21
S 4.53 -2.28 -0.04
H 0.10 2.81 1.11
C -1.51 -2.37 -1.08
H -4.34 -1.62 1.75
H -2.59 2.16 -1.51
C 2.72 -0.41 0.08
H 0.31 -0.88 1.95
H -4.11 -0.11 0.82
C -0.63 2.85 -0.93
C 2.31 0.95 0.10
H 0.35 0.51 -0.02
H -0.22 2.78 -1.94
N 3.21 1.93 0.18
C -1.59 -1.30 1.07
H 1.32 3.30 -0.08
C 2.86 -2.70 -0.07
C -0.20 -1.28 1.09
N 1.01 1.27 0.01
C 0.54 -1.77 0.02
H 0.43 -2.75 -1.88
H -5.42 -1.23 0.39
H -2.04 -2.80 -1.92
H -2.13 -0.91 1.92
O -2.40 1.83 0.45
C 0.48 2.61 0.09
H -1.01 3.86 -0.79
H -1.73 1.62 1.10
H -1.46 0.85 -1.11
C -4.40 -1.16 0.76
*
```

Atom charges from the Löwdin analysis, given in e for atoms 1 to 8: -0.283, -0.266, -0.074, 0.077, -0.240, -0.011, 0.058, 0.107

---

Here is 2 unconnected molecules or ions with the total composition C16H17N3O2S at a distorted geometry from the Open Molecules 2025 dataset. Energies are from wB97M-V/def2-TZVPD.

Output
Relative energy (zero: lowest compared OMol25 entry of this formula, charge and spin) ... 377.57 kcal/mol
E_HOMO ... -7.6 eV
Lowest unoccupied orbital energy ... 0.0007 hartree

ORCA input file:
```
! wB97M-V def2-TZVPD RIJCOSX def2/J DEFGRID3
* xyz 0 1
H 3.96 -0.51 1.81
C -3.15 -0.83 -1.48
H 3.00 2.48 4.85
C 1.58 -1.11 -0.12
C 2.65 2.80 3.74
C -3.27 -2.21 -2.15
C 2.31 -2.36 -0.36
C -4.60 -2.70 -2.44
C 1.73 2.08 1.78
H -1.95 0.40 -0.64
H 2.20 4.91 4.46
C 1.54 4.23 2.42
C 2.08 4.00 3.79
O -0.69 1.36 0.19
H -4.98 -3.52 -2.22
C 0.19 0.72 0.39
C 0.37 -0.74 -0.44
H -3.37 -3.46 -4.02
H 4.37 -0.46 0.05
H 2.64 -2.38 -1.22
C 3.72 -0.04 0.96
O -3.79 0.09 -1.87
H 0.91 3.42 0.47
S -0.40 -2.46 -2.05
H -3.76 -1.53 -4.27
H 3.92 1.11 1.24
N 1.46 0.90 1.01
H 2.38 0.87 3.36
C -0.68 -1.25 -1.14
H 3.26 -2.51 0.26
H 1.09 5.30 2.17
H -2.77 -3.04 -1.49
N 2.34 -0.01 0.65
C 1.38 3.22 1.67
H -5.60 -1.62 -2.43
H 1.71 -3.05 -0.50
C -3.82 -2.47 -3.56
C 2.22 1.70 3.01
N -1.87 -0.54 -1.02
*
```

Atom charges from the Löwdin analysis, given in e for atoms 1 to 8: 0.028, -0.424, 0.153, -0.106, -0.118, -0.297, -0.015, -0.196

---

Here is a single C16H17N3O2S3 molecule at a distorted geometry from the Open Molecules 2025 dataset. Energies are from wB97M-V/def2-TZVPD.

Output
Relative energy (zero: lowest compared OMol25 entry of this formula, charge and spin) ... 3.73 kcal/mol
E_HOMO ... -7.8 eV
Lowest unoccupied orbital energy ... 0.0111 hartree
SMILES ... CCOc1ccc(-c2nc(CSc3nnc(C)s3)cs2)cc1OC

ORCA input file:
```
! wB97M-V def2-TZVPD RIJCOSX def2/J DEFGRID3
* xyz 0 1
C 0.49 -0.90 0.88
C -7.11 -0.07 -1.11
H -2.45 2.84 1.50
H 2.87 1.46 2.86
H 3.69 -2.05 1.65
H -5.79 0.88 0.31
H -3.51 3.71 0.37
H -7.80 0.77 -1.15
C 7.33 -1.44 -1.75
C 2.76 -1.54 1.45
S 1.41 -2.41 0.85
H 6.85 -2.42 -1.71
C -5.74 0.43 -0.68
H -5.36 1.18 -1.39
N 6.01 0.61 -2.01
C -1.54 0.40 0.48
H -7.48 -0.81 -0.41
C -2.86 0.53 0.11
C -2.80 2.89 0.46
H 8.21 -1.47 -1.11
C -3.58 -0.63 -0.27
N 1.18 0.10 1.31
H -0.96 1.25 0.78
H -3.49 -2.72 -0.58
C 6.39 -0.40 -1.31
O -3.52 1.73 0.10
C 3.37 0.83 2.12
H -7.05 -0.52 -2.10
C -1.60 -1.98 0.09
O -4.88 -0.70 -0.66
H -1.95 3.06 -0.20
H -1.12 -2.94 0.07
S 3.81 2.02 0.78
H 4.29 0.42 2.53
N 5.16 1.42 -1.41
C -0.89 -0.84 0.48
C 2.45 -0.23 1.63
H 7.64 -1.23 -2.77
C -2.92 -1.85 -0.28
S 5.65 -0.42 0.30
C 4.84 1.06 -0.22
*
```

Atom charges from the Löwdin analysis, given in e for atoms 1 to 8: -0.505, -0.063, 0.099, 0.082, 0.045, 0.126, 0.096, 0.075

---

The highest relative energy (zero: lowest compared OMol25 entry of this formula, charge and spin) belongs to which entry?
number 7

---

Among the records above, which one has the lowest relative energy (zero: lowest compared OMol25 entry of this formula, charge and spin)?
number 3

---

Number 6 is which compound?
C16H17N3O2S